# C21H31F5MnOP2

A structure of composition C21H31F5MnOP2 in a non-equilibrium geometry (wB97M-V/def2-TZVPD, the OMol25 dataset).

Values from the calculation:
HOMO-LUMO gap (spin up / spin down) = 4.71 / 3.41 eV
F_max = 3.67 eV/Å
HOMO level (spin up / spin down) = -5.3 / -4.0 eV
Spin multiplicity = 6

Last column: Löwdin spin population.
CARTESIAN COORDINATES (ANGSTROEM)
P (0.037, -2.216, -1.725)  0.01
P (0.543, 1.772, -2.313)  0.00
C (-0.169, -1.057, -3.103)  0.00
C (0.787, 0.143, -3.125)  0.00
H (-1.238, -0.820, -3.235)  0.00
H (0.091, -1.685, -3.968)  0.00
H (1.813, -0.171, -2.864)  0.00
H (0.844, 0.437, -4.185)  0.00
C (-0.604, 2.682, -3.418)  0.01
H (-1.138, 3.461, -2.854)  0.01
H (-1.333, 1.991, -3.859)  0.00
H (-0.001, 3.150, -4.208)  0.00
C (2.025, 2.823, -2.354)  -0.01
H (2.030, 3.370, -3.308)  0.00
H (2.947, 2.239, -2.292)  -0.01
H (2.036, 3.573, -1.554)  0.00
C (-1.022, -3.631, -2.096)  0.00
H (-0.941, -4.388, -1.305)  0.00
H (-0.679, -4.058, -3.042)  0.00
H (-2.075, -3.310, -2.200)  0.00
C (1.734, -2.758, -1.793)  0.02
H (2.431, -1.917, -1.892)  0.01
H (1.854, -3.409, -2.675)  0.00
H (1.994, -3.336, -0.893)  0.01
Mn (2.701, -1.362, 1.397)  3.98
C (-0.369, 2.132, -0.746)  0.09
C (-1.787, 2.025, -0.538)  0.57
C (-2.629, 1.083, -1.181)  0.10
C (-3.117, -0.048, -0.219)  0.04
C (-2.183, -1.130, -0.014)  0.01
C (-0.786, -1.313, -0.290)  0.00
C (0.436, -0.357, 0.121)  0.00
C (0.189, 1.129, 0.376)  0.06
C (2.078, -3.199, 2.205)  -0.03
H (-0.098, 3.160, -0.436)  0.01
H (-2.135, 2.467, 0.393)  0.02
H (-2.141, 0.611, -2.052)  0.00
H (-3.484, 1.663, -1.558)  0.04
H (-3.337, 0.354, 0.777)  0.00
H (-4.053, -0.451, -0.629)  0.00
H (-2.643, -1.986, 0.488)  0.00
H (-0.608, -2.272, 0.295)  0.00
H (1.306, -0.460, -0.581)  0.00
H (0.803, -0.763, 1.139)  0.00
H (-0.487, 1.213, 1.253)  0.00
H (1.170, 1.529, 0.694)  0.00
H (2.775, -3.230, 3.062)  0.01
H (2.245, -3.967, 1.438)  0.01
H (1.005, -3.174, 2.507)  0.00
F (-1.463, 2.182, 6.541)  0.00
C (-0.605, 1.658, 5.645)  0.00
C (0.717, 2.101, 5.575)  0.00
F (1.100, 3.115, 6.395)  0.00
C (1.595, 1.555, 4.656)  0.00
F (2.844, 2.064, 4.561)  0.00
C (1.213, 0.508, 3.738)  0.01
O (2.012, 0.002, 2.859)  0.04
C (-0.165, 0.115, 3.856)  0.00
F (-0.671, -0.800, 2.976)  0.00
C (-1.044, 0.660, 4.769)  0.00
F (-2.352, 0.297, 4.790)  0.00


# C21H31F5P2Pd

A structure of composition C21H31F5P2Pd in a non-equilibrium geometry (wB97M-V/def2-TZVPD, the OMol25 dataset).

Values from the calculation:
Total charge = +2
HOMO-LUMO gap (spin up / spin down) = 4.73 / 4.32 eV
F_max = 5.34 eV/Å
HOMO level (spin up / spin down) = -13.0 / -13.0 eV
Spin multiplicity = 5

Last column: Löwdin spin population.
CARTESIAN COORDINATES (ANGSTROEM)
P (-0.967, 0.265, -1.616)  0.13
P (-0.923, 2.314, -0.727)  0.11
C (-1.022, 1.545, -3.134)  0.00
C (-0.084, 2.508, -2.401)  0.00
H (-2.018, 1.991, -3.332)  0.00
H (-0.609, 1.145, -4.063)  0.00
H (0.932, 2.068, -2.334)  0.00
H (-0.033, 3.547, -2.771)  0.00
C (-2.687, 2.595, -1.099)  0.01
H (-3.098, 2.813, -0.114)  0.00
H (-3.236, 1.767, -1.566)  0.00
H (-2.673, 3.452, -1.766)  0.00
C (0.793, 3.503, 0.318)  0.06
H (0.551, 3.913, -0.693)  0.00
H (1.779, 3.018, 0.267)  0.00
H (0.780, 4.302, 1.068)  0.01
C (-2.578, -0.514, -2.058)  0.03
H (-2.356, -1.570, -1.845)  0.00
H (-2.779, -0.325, -3.125)  0.01
H (-3.436, -0.190, -1.458)  0.00
C (0.183, -0.791, -2.623)  0.04
H (1.111, -0.292, -2.929)  0.00
H (-0.397, -1.072, -3.508)  0.00
H (0.419, -1.681, -2.033)  0.01
Pd (-0.330, 1.909, 1.203)  0.26
C (1.621, -2.655, 0.120)  0.70
C (0.357, -3.044, -0.206)  0.70
C (-0.353, -4.356, -0.375)  0.16
C (0.661, -5.504, -0.466)  0.07
C (1.641, -5.344, -1.607)  0.39
C (2.888, -4.845, -1.592)  0.40
C (3.488, -3.452, -1.569)  0.11
C (2.753, -2.300, -0.816)  0.13
C (-0.974, 0.126, 2.111)  0.12
H (2.003, -2.532, 1.169)  0.06
H (-0.401, -2.217, -0.163)  0.06
H (-1.004, -4.264, -1.276)  0.02
H (-1.084, -4.540, 0.450)  0.03
H (1.207, -5.461, 0.486)  0.00
H (0.166, -6.477, -0.571)  0.00
H (1.209, -5.715, -2.538)  0.03
H (3.695, -5.563, -1.794)  0.03
H (3.691, -3.142, -2.622)  0.02
H (4.488, -3.559, -1.097)  0.01
H (3.566, -1.866, -0.213)  0.00
H (2.490, -1.528, -1.574)  0.02
H (-1.217, 0.508, 3.133)  0.00
H (-0.106, -0.566, 2.099)  0.01
H (-1.850, -0.280, 1.576)  0.02
F (-2.800, 2.584, 3.240)  0.00
C (-1.643, 3.118, 3.731)  0.01
C (-0.458, 3.032, 3.000)  0.16
C (0.605, 3.719, 3.573)  0.03
F (1.850, 3.711, 3.018)  0.00
C (0.528, 4.431, 4.790)  0.01
F (1.617, 5.036, 5.305)  0.00
C (-0.654, 4.421, 5.520)  0.00
F (-0.700, 4.952, 6.755)  0.00
C (-1.747, 3.744, 4.992)  0.00
F (-2.854, 3.610, 5.754)  0.00


# C21H31FN10O4PdS2Sb

A structure of composition C21H31FN10O4PdS2Sb in a non-equilibrium geometry (wB97M-V/def2-TZVPD, the OMol25 dataset).

Values from the calculation:
Total charge = +3
HOMO-LUMO gap (spin up / spin down) = 8.69 / 4.77 eV
F_max = 2.41 eV/Å
HOMO level (spin up / spin down) = -15.9 / -15.9 eV
Spin multiplicity = 5

Last column: Löwdin spin population.
CARTESIAN COORDINATES (ANGSTROEM)
Pd (0.296, 0.666, -0.083)  1.32
C (-3.135, -3.171, 2.385)  0.10
Sb (-2.385, -2.572, 0.523)  0.54
C (-4.121, -2.363, -0.722)  0.08
C (-1.431, -4.328, -0.156)  0.09
H (-3.972, -3.864, 2.221)  0.02
H (-3.454, -2.368, 3.051)  0.00
H (-2.397, -3.747, 2.927)  0.00
H (-3.781, -2.149, -1.734)  0.00
H (-4.701, -1.548, -0.353)  0.00
H (-4.637, -3.319, -0.610)  0.01
H (-1.999, -5.130, 0.353)  0.01
H (-0.410, -4.374, 0.259)  0.00
H (-1.350, -4.379, -1.242)  0.00
F (-5.093, 4.098, 4.293)  0.00
C (-4.529, 3.218, 3.489)  0.00
C (-4.074, 3.480, 2.268)  0.00
N (-3.373, 2.544, 1.482)  0.00
C (-3.017, 2.824, 0.081)  0.00
C (-1.643, 2.314, -0.247)  0.01
O (-1.374, 1.759, -1.317)  0.08
O (-0.742, 2.470, 0.660)  0.09
C (-3.194, 1.245, 1.937)  0.00
O (-2.649, 0.404, 1.221)  0.06
N (-3.678, 1.004, 3.166)  0.00
C (-4.358, 1.872, 4.044)  0.00
O (-4.672, 1.528, 5.147)  0.00
H (-4.202, 4.452, 1.815)  0.00
H (-3.021, 3.908, -0.172)  0.00
H (-3.712, 2.325, -0.584)  0.00
H (-3.577, 0.043, 3.538)  0.00
C (3.431, 0.597, 4.447)  0.01
N (2.405, 1.557, 3.971)  0.09
C (2.086, 2.727, 4.558)  0.15
C (0.955, 3.245, 3.852)  0.19
N (0.644, 2.318, 2.899)  0.06
C (1.540, 1.289, 2.919)  0.03
S (1.760, 0.011, 1.905)  0.51
H (4.247, 1.049, 4.940)  0.00
H (3.848, 0.092, 3.599)  0.00
H (2.961, -0.149, 5.068)  0.00
H (2.708, 3.187, 5.279)  0.01
H (0.436, 4.168, 4.043)  0.01
H (-0.083, 2.420, 2.194)  0.00
C (6.389, 0.511, -4.224)  0.00
C (5.281, -0.033, -3.331)  0.00
C (5.084, -1.346, -3.024)  0.00
C (4.042, -1.731, -2.203)  0.00
N (3.129, -0.851, -1.715)  0.00
C (3.346, 0.414, -2.000)  0.04
S (2.225, 1.609, -1.386)  0.30
N (4.389, 0.838, -2.796)  0.01
C (3.908, -3.127, -1.820)  0.00
H (6.814, -0.319, -4.764)  0.00
H (7.147, 0.913, -3.602)  0.00
H (6.011, 1.272, -4.907)  0.00
H (5.797, -2.087, -3.331)  0.00
H (4.406, 1.831, -3.028)  0.01
H (3.079, -3.569, -2.355)  0.00
H (3.621, -3.208, -0.750)  0.00
H (4.784, -3.767, -2.049)  0.00
N (-1.309, -1.015, -5.576)  0.01
C (-1.129, -0.781, -4.294)  0.00
N (-1.843, 0.220, -3.740)  0.00
N (-0.260, -1.550, -3.639)  0.02
C (-0.272, -1.388, -2.356)  0.03
N (-0.226, -1.259, -1.186)  0.09
H (-1.926, -0.447, -6.141)  0.00
H (-0.789, -1.724, -6.034)  0.00
H (-2.498, 0.755, -4.309)  0.00
H (-1.753, 0.488, -2.750)  0.00


# C21H31FN4O3RuSi

A structure of composition C21H31FN4O3RuSi (wB97M-V/def2-TZVPD, the OMol25 dataset).

Values from the calculation:
Total charge = +2
HOMO-LUMO gap = 6.42 eV
F_max = 0.92 eV/Å
HOMO level = -13.3 eV

Last column: natural (NBO) charge in e.
CARTESIAN COORDINATES (ANGSTROEM)
Ru (-0.148, 0.335, -0.373)  0.88
C (-0.033, 0.197, -4.716)  -0.70
C (0.196, 0.350, -3.253)  0.21
N (-0.722, 0.564, -2.361)  -0.08
O (-2.028, 0.634, -2.819)  -0.53
C (1.587, 0.333, -2.690)  0.29
C (2.786, 0.384, -3.564)  -0.69
N (1.568, 0.309, -1.400)  -0.12
O (2.814, 0.548, -0.717)  -0.44
H (-1.042, -0.159, -4.915)  0.26
H (0.674, -0.514, -5.139)  0.26
H (0.111, 1.147, -5.239)  0.26
H (-2.081, 1.317, -3.507)  0.49
H (2.767, 1.278, -4.190)  0.27
H (2.778, -0.476, -4.236)  0.27
H (3.705, 0.370, -2.986)  0.26
O (-0.357, -1.719, -0.884)  -0.67
C (-1.654, -2.251, -1.314)  -0.08
C (-2.490, -2.694, -0.127)  -0.43
C (-2.492, -1.641, 0.974)  -0.44
C (-3.055, -0.324, 0.544)  0.25
C (-4.420, -0.092, 0.453)  -0.24
C (-4.881, 1.176, 0.161)  -0.11
C (-3.956, 2.200, -0.009)  -0.24
C (-2.617, 1.888, 0.052)  0.06
N (-2.163, 0.646, 0.292)  -0.47
H (0.016, -2.368, -0.271)  0.51
H (-1.486, -3.084, -1.997)  0.21
H (-2.120, -1.442, -1.868)  0.21
H (-2.096, -3.622, 0.296)  0.23
H (-3.494, -2.917, -0.495)  0.24
H (-1.463, -1.460, 1.294)  0.22
H (-3.030, -2.002, 1.851)  0.26
H (-5.109, -0.906, 0.641)  0.24
H (-5.942, 1.374, 0.090)  0.25
H (-4.267, 3.218, -0.194)  0.25
H (-1.866, 2.655, -0.092)  0.21
C (4.028, -0.199, 1.872)  -1.22
Si (2.553, -0.663, 0.886)  2.07
C (2.903, 1.978, -0.390)  -0.26
C (2.720, -2.234, -0.056)  -1.21
N (1.044, -0.055, 1.265)  -1.19
C (0.671, 0.286, 2.581)  0.06
C (1.044, -0.413, 3.726)  -0.24
C (0.670, 0.031, 4.988)  -0.19
C (-0.100, 1.177, 5.130)  -0.19
C (-0.466, 1.907, 4.004)  -0.27
C (-0.059, 1.450, 2.775)  0.40
F (-0.297, 2.227, 1.664)  -0.36
H (4.872, -0.004, 1.206)  0.27
H (4.330, -1.020, 2.526)  0.29
H (3.848, 0.674, 2.500)  0.28
H (3.774, 2.065, 0.252)  0.24
H (1.999, 2.283, 0.136)  0.22
H (3.044, 2.521, -1.320)  0.22
H (3.715, -2.319, -0.498)  0.28
H (1.985, -2.338, -0.853)  0.25
H (2.604, -3.072, 0.637)  0.28
H (1.599, -1.340, 3.627)  0.21
H (0.978, -0.526, 5.862)  0.24
H (-0.410, 1.510, 6.110)  0.24
H (-1.036, 2.823, 4.076)  0.25


| no. | DFT total energy (eV) |
| --- | --- |
| 1 | -87800.43920 |
| 2 | -57895.02358 |
| 3 | -79751.99991 |
| 4 | -47544.42648 |